No. 1
Density functional theory data (wB97M-V/def2-TZVPD) for a cluster of 3 separate species, C6H11NO4 in total at a distorted geometry.

Structure (XYZ):
```
22
Properties=species:S:1:pos:R:3:mulliken_charge:R:1
O -0.9915 -3.1922 -1.2901 -0.645
O 4.2086 -1.0499 0.1349 -0.383
O 2.3603 -2.3956 0.0116 -0.319
O 0.5647 0.3643 -1.2749 -0.282
N -0.3367 0.1607 0.9230 0.178
C 0.1599 -0.3740 -0.2159 -0.212
C -0.8125 -0.9455 1.8137 -0.894
C 0.3567 1.7103 -1.6156 -0.301
C -0.8094 2.2796 -1.7746 -0.523
C 3.2757 -1.7157 0.1035 0.702
C -0.6496 1.5453 1.2583 -0.983
H 1.3259 2.0743 -1.9026 0.353
H -0.0391 2.2492 0.6826 0.381
H -1.8354 1.9121 -1.5114 0.256
H -0.6024 -2.3948 -0.9343 0.436
H -0.0130 -1.5368 1.9979 0.265
H -1.6867 1.6807 0.9363 0.395
H -0.1834 -3.6267 -1.4407 0.294
H -0.8238 1.7972 2.3349 0.325
H -1.1147 -0.3845 2.6832 0.328
H -0.7567 3.2619 -2.2059 0.278
H -1.5967 -1.4200 1.2862 0.353
```

Output
F_max   4.165 eV Å⁻¹
LUMO level   0.020 hartree
HOMO-LUMO gap   9.1 eV
HOMO   -0.31398 Ha


No. 2
Density functional theory data (wB97M-V/def2-TZVPD) for an isolated molecule of C6H11NS at a distorted geometry.

Structure (XYZ):
```
19
Properties=species:S:1:pos:R:3:mulliken_charge:R:1
S -0.0566 3.0796 0.1170 -0.239
N 2.4085 -1.2971 -0.2032 -0.638
C -0.1265 1.2815 -0.2575 -0.472
C -1.6164 0.7915 -0.2345 -0.729
C -1.5962 -0.8379 0.0990 -0.852
C -0.0630 -1.0797 -0.0930 0.026
C 0.4450 0.1518 0.6243 -0.180
C 1.2730 -1.0952 0.6357 0.057
H -1.9691 -0.9755 1.1198 0.315
H -2.2585 1.3234 0.5528 0.350
H 0.1079 -0.8782 -1.1869 0.131
H -2.0705 1.0040 -1.2099 0.375
H 1.2698 3.1275 0.0298 0.124
H -2.2577 -1.3632 -0.6419 0.274
H 0.2056 1.2414 -1.2580 0.361
H 2.6535 -2.3109 -0.2129 0.258
H 2.2261 -0.9994 -1.0845 0.229
H 1.3849 -1.5250 1.6020 0.399
H 0.0400 0.3615 1.6020 0.213
```

Output
F_max   4.384 eV Å⁻¹
LUMO level   0.036 hartree
HOMO-LUMO gap   9.7 eV
HOMO   -0.31969 Ha


No. 3
Density functional theory data (wB97M-V/def2-TZVPD) for an isolated molecule of C6H11NS at a distorted geometry.

Structure (XYZ):
```
19
Properties=species:S:1:pos:R:3:mulliken_charge:R:1
S 1.0048 -0.2622 1.8432 -0.185
N 1.7231 1.9490 0.5077 -0.650
C 0.9290 0.9865 0.5704 0.321
C -0.3853 -1.1907 1.1952 -0.754
C -0.4008 -0.9636 -0.3232 0.306
C 0.7708 -1.4770 -1.1256 -1.587
C -1.3501 1.4365 -0.0149 -1.481
C -0.2595 0.5817 -0.5927 -0.144
H 2.4152 2.1912 1.1887 0.244
H 1.7118 -1.1678 -0.7340 0.367
H -1.3078 -1.2221 -0.9253 0.336
H 0.7774 -1.0264 -2.0148 0.548
H -0.2853 -2.3517 1.3692 0.316
H -2.1231 1.4558 -0.8640 0.325
H -0.9650 2.4695 0.0909 0.449
H 0.6924 -2.6208 -1.3043 0.319
H -1.1529 -0.8588 1.7862 0.471
H -1.9023 1.0612 0.8154 0.254
H 0.1076 1.0098 -1.4678 0.546
```

Output
F_max   6.954 eV Å⁻¹
LUMO level   0.031 hartree
HOMO-LUMO gap   9.7 eV
HOMO   -0.32508 Ha


No. 4
Density functional theory data (wB97M-V/def2-TZVPD) for an isolated molecule of C6H11NS at a distorted geometry.

Structure (XYZ):
```
19
Properties=species:S:1:pos:R:3:mulliken_charge:R:1
S -2.4690 -0.4778 -0.3771 -0.239
N 1.4802 -1.3125 -0.3002 -0.496
C 0.1390 0.6707 0.0214 1.319
C -0.7609 -0.5408 0.1001 0.494
C -0.2653 0.1491 1.3470 -1.138
C -0.3305 2.0267 -0.4593 -1.580
C 1.4677 0.1488 -0.5026 -1.085
C 0.0836 -1.7170 -0.3571 -0.902
H -0.1699 -1.9498 -1.3710 0.348
H 0.4548 -0.3566 2.0194 0.156
H -0.9272 0.7306 1.9621 0.333
H 1.4820 0.3794 -1.5673 0.373
H 0.3600 2.7740 -0.1113 0.378
H -0.3269 2.0683 -1.5415 0.378
H -1.3884 2.2083 -0.1398 0.355
H 1.8327 -1.4984 0.5933 0.352
H -2.9331 -1.2898 0.5405 0.124
H -0.0252 -2.6166 0.2019 0.397
H 2.2965 0.6033 -0.0585 0.430
```

Output
F_max   1.819 eV Å⁻¹
LUMO level   0.030 hartree
HOMO-LUMO gap   9.8 eV
HOMO   -0.32866 Ha


No. 5
Density functional theory data (wB97M-V/def2-TZVPD) for an isolated molecule of C6H11NS at a distorted geometry.

Structure (XYZ):
```
19
Properties=species:S:1:pos:R:3:mulliken_charge:R:1
S -2.0862 -0.6798 0.0547 -0.283
N 0.7496 2.0096 -0.2541 -0.871
C 0.8085 -0.0700 1.2304 -0.773
C 0.7130 -0.2397 -1.1849 -1.226
C 0.2224 0.6462 -0.0522 1.644
C -1.2367 0.8812 0.0610 -1.129
C 1.7531 -1.0490 0.7553 -0.227
C 1.7878 -1.0217 -0.6104 -0.444
H 2.3329 -1.6483 -1.2709 0.483
H 1.1602 0.7909 1.7740 0.282
H 0.4650 2.5703 0.5863 0.303
H -0.0412 -0.8987 -1.6378 0.227
H -1.5967 1.2120 1.1765 0.337
H 0.0712 -0.5546 1.9477 0.240
H 1.7228 2.0070 -0.1385 0.280
H -1.5836 1.6186 -0.7588 0.408
H -1.9376 -1.5531 -1.0143 0.129
H 2.3687 -2.0240 1.0806 0.210
H 0.8816 0.4071 -2.0381 0.407
```

Output
F_max   5.880 eV Å⁻¹
LUMO level   0.029 hartree
HOMO-LUMO gap   9.7 eV
HOMO   -0.32653 Ha


No. 6
Density functional theory data (wB97M-V/def2-TZVPD) for an isolated molecule of C6H11NS at a distorted geometry.

Structure (XYZ):
```
19
Properties=species:S:1:pos:R:3:mulliken_charge:R:1
S -2.2651 -0.1689 1.0098 -0.122
N -0.7353 0.3575 -1.1482 -0.560
C 0.6096 -0.3119 0.8475 -0.640
C -2.7589 -1.9442 0.7088 -0.758
C -0.7028 -0.0085 0.1216 0.396
C 1.5634 0.8979 0.6380 -0.720
C 0.5792 0.6371 -1.7200 -0.519
C 1.4292 1.5313 -0.7577 -0.529
H 0.6853 1.3750 -2.5377 0.347
H -1.9873 -2.4549 1.3369 0.241
H 2.5405 0.4140 0.7361 0.276
H -2.7354 -2.2433 -0.4071 0.254
H 1.0295 -1.2538 0.5871 0.419
H 1.3786 1.6471 1.4186 0.316
H -3.7638 -2.1164 1.1006 0.314
H 2.4844 1.6438 -1.1263 0.334
H 0.5307 -0.2932 1.9414 0.360
H 1.2549 -0.2376 -1.9681 0.258
H 0.8630 2.5290 -0.7813 0.333
```

Output
F_max   2.888 eV Å⁻¹
LUMO level   0.027 hartree
HOMO-LUMO gap   9.4 eV
HOMO   -0.31875 Ha


No. 7
Density functional theory data (wB97M-V/def2-TZVPD) for an isolated molecule of C6H11NS at a distorted geometry.

Structure (XYZ):
```
19
Properties=species:S:1:pos:R:3:mulliken_charge:R:1
S -1.6600 -0.4207 -0.0063 -0.152
N 0.1796 2.1104 -0.4088 -0.703
C -0.2488 -0.3983 -1.2701 -1.228
C -0.6300 0.4454 1.2153 -0.762
C 0.8092 -0.5090 -0.3926 0.612
C 1.9425 0.2890 0.0653 -0.666
C 0.9376 -1.8356 0.3235 -1.217
C 0.6140 0.7972 0.3443 0.550
H -0.3854 0.4658 -1.8244 0.537
H 1.5803 -1.7490 1.3243 0.301
H 2.5654 0.8651 -0.5838 0.314
H -0.7855 1.9507 -0.6336 0.343
H 2.5356 -0.2898 0.8768 0.133
H 0.3673 2.7993 0.4334 0.317
H -0.5711 -1.1269 -2.0693 0.394
H -0.0244 -2.3055 0.5442 0.337
H -0.5787 -0.1881 2.1583 0.314
H 1.3752 -2.4730 -0.6094 0.261
H -1.3228 1.2784 1.6326 0.319
```

Output
F_max   5.986 eV Å⁻¹
LUMO level   0.031 hartree
HOMO-LUMO gap   9.2 eV
HOMO   -0.30718 Ha


No. 8
Density functional theory data (wB97M-V/def2-TZVPD) for the ion C6H11O with charge -1 at a distorted geometry.

Structure (XYZ):
```
18
Properties=species:S:1:pos:R:3:mulliken_charge:R:1
O -1.1032 -0.3496 -3.2934 -0.878
C -0.7110 1.6829 2.2369 -0.684
C -0.2641 -0.9145 -2.4093 -0.375
C 0.2373 0.7815 1.9037 -0.109
C 0.2971 0.0931 -1.3096 -0.596
C -0.1345 -0.4791 1.2633 -0.837
C 0.7801 -0.6939 -0.0686 -0.670
H -0.1419 -1.2815 1.9122 0.508
H 1.1126 0.6889 -1.8526 0.283
H -1.6523 1.3218 2.6565 0.250
H 0.6600 -1.2489 -2.9222 0.157
H 1.8847 -0.6531 0.2663 0.376
H 1.2779 1.1827 1.8436 0.266
H -0.7025 -1.7423 -1.8036 0.117
H -0.4446 0.7379 -0.9015 0.275
H -0.6637 2.7967 2.1950 0.234
H -1.0258 -0.2367 0.6342 0.342
H 0.5939 -1.6858 -0.3509 0.342
```

Output
F_max   4.454 eV Å⁻¹
LUMO level   0.139 hartree
HOMO-LUMO gap   6.0 eV
Total charge   -1
HOMO   -0.08021 Ha


No. 9
Density functional theory data (wB97M-V/def2-TZVPD) for a cluster of 2 separate species, C6H11O in total at a distorted geometry.

Structure (XYZ):
```
18
Properties=species:S:1:pos:R:3:mulliken_charge:R:1
O -0.5270 0.0022 0.7990 -0.771
C -0.3632 -1.5656 -1.7850 -0.663
C 1.6428 -0.7676 -0.7568 0.146
C -2.2648 1.4567 1.4913 -1.169
C -0.8835 0.8327 1.8208 -0.488
C 0.9702 -1.3056 -1.9200 -0.223
C 2.9440 -0.2563 -0.7708 -0.918
H 3.4069 0.1389 0.1089 0.287
H -3.0426 0.7417 1.3359 0.318
H -2.5857 2.1417 2.3238 0.358
H -0.8337 -1.1160 -0.8590 0.282
H 0.9194 -0.6750 0.0940 0.355
H -0.9905 -1.9805 -2.5974 0.261
H -0.9821 0.3375 2.8566 0.179
H 1.4698 -1.5049 -2.8961 0.260
H 3.5301 -0.2925 -1.6721 0.267
H -2.2410 2.1228 0.6068 0.260
H -0.1690 1.6898 1.8200 0.259
```

Output
F_max   3.539 eV Å⁻¹
LUMO level   0.153 hartree
HOMO-LUMO gap   7.0 eV
Total charge   -1
HOMO   -0.10401 Ha


No. 10
Density functional theory data (wB97M-V/def2-TZVPD) for a structure of composition C6H11O at a distorted geometry.

Structure (XYZ):
```
18
Properties=species:S:1:pos:R:3:lowdin_spin:R:1
O -2.2038 3.4718 -0.4011 0.003
C 0.6406 -2.2869 0.1005 0.356
C -1.3140 2.5441 -0.1579 0.002
C -1.6521 1.0293 0.4311 0.016
C 0.2958 -0.7143 -0.0952 0.423
C -0.3725 0.3089 0.9564 0.038
C 1.9941 -2.6587 -0.7920 0.068
H 1.6266 -2.1370 -1.7470 0.007
H 0.3984 1.1414 1.2640 0.015
H -0.7423 -0.3740 1.7753 -0.001
H -2.4129 1.2510 1.2393 0.002
H 3.0181 -2.1550 -0.5343 0.025
H -2.0900 0.3404 -0.5349 0.004
H 0.5400 -0.1989 -1.0839 0.028
H -0.4468 2.4765 -0.9416 0.000
H 1.2814 -1.2422 0.8596 0.010
H 2.2083 -3.7058 -1.1711 0.001
H -0.7690 2.9093 0.8329 0.001
```

Output
F_max   3.453 eV Å⁻¹
<S²>   0.762
LUMO level (spin up / spin down)   0.255 / 0.249 hartree
HOMO-LUMO gap (spin up / spin down)   4.4 / 6.1 eV
Total charge   -2
HOMO (spin up / spin down)   0.09433 / 0.02476 Ha
2S+1   2


No. 11
Density functional theory data (wB97M-V/def2-TZVPD) for a cluster of 2 separate species, C6H11O2 in total at a distorted geometry.

Structure (XYZ):
```
19
Properties=species:S:1:pos:R:3:mulliken_charge:R:1
O 0.3621 -0.8389 -1.6998 -0.740
O -1.4323 -0.0819 -0.4742 -0.751
C 0.9875 0.5290 1.6877 0.934
C -1.9091 -0.6671 -2.6752 -0.961
C -0.8927 -0.5441 -1.5479 0.764
C 0.8123 0.6894 3.0361 -0.953
C 0.9003 1.7014 0.7351 -1.006
C 1.3091 -0.8270 1.1768 -1.020
H 2.1622 -0.8430 0.4918 0.244
H 0.4350 -1.0861 0.5251 0.127
H -2.8755 -1.1470 -2.3254 0.225
H -1.5662 -1.1977 -3.6126 0.272
H 0.8562 1.6427 3.6118 0.241
H 1.4188 -1.5040 1.9807 0.411
H 0.0392 1.5477 0.0306 0.174
H 1.7971 1.8533 0.1244 0.253
H -2.3347 0.3323 -2.9708 0.214
H 0.6190 -0.1451 3.7505 0.219
H 0.7661 2.6244 1.3110 0.351
```

Output
F_max   3.109 eV Å⁻¹
LUMO level   0.147 hartree
HOMO-LUMO gap   8.3 eV
Total charge   -1
HOMO   -0.15780 Ha


No. 12
Density functional theory data (wB97M-V/def2-TZVPD) for an isolated molecule of C6H11PS at a distorted geometry.

Structure (XYZ):
```
19
Properties=species:S:1:pos:R:3:mulliken_charge:R:1
S 0.7563 -1.8289 0.4385 -0.225
P -0.0302 -0.1461 -0.5767 0.841
C -1.5375 0.2956 -0.0257 -1.140
C -0.4087 -2.3713 1.5458 -0.660
C 0.3473 1.8430 0.9023 -0.653
C -1.1042 1.4946 0.4589 0.017
C 1.1867 1.1791 -0.1436 -0.686
C 0.0600 -0.5143 -2.5802 -1.115
H -1.0057 -0.5756 -2.8106 0.356
H -1.8988 1.9689 0.9551 0.423
H 0.1370 -2.8710 2.3823 0.320
H -1.0879 -3.1690 1.1090 0.242
H -0.8657 -1.3883 1.8530 0.238
H 0.4735 0.4269 -2.9287 0.350
H 1.2720 1.8808 -0.9818 0.384
H 2.0258 0.5763 0.2831 0.354
H 0.6221 -1.3936 -2.7660 0.358
H 0.4458 2.9724 0.9770 0.299
H 0.6122 1.6204 1.9083 0.298
```

Output
F_max   4.707 eV Å⁻¹
LUMO level   0.025 hartree
HOMO-LUMO gap   8.7 eV
HOMO   -0.29555 Ha


Calculated ΔE to the lowest compared entry with this formula, charge and spin, 417.1, 310.0, 142.8, 59.6, 211.8, 137.6, 454.7, 184.7, 111.4, 476.3, 115.9, 341.7 kJ/mol (same order as the records).